Entry from the Open Molecules 2025 dataset: a structure of composition C28H28CaN4O8S (ωB97M-V with the def2-TZVPD basis set).

The geometry in XYZ format:
```
70
Properties=species:S:1:pos:R:3:forces:R:3
Ca 0.031691 0.070901 -0.610162 0.02 0.89 -3.67
C 3.892231 1.066176 1.180145 0.04 -0.18 -0.08
O 2.861986 1.995597 1.588550 -0.20 0.20 0.15
C 1.856258 1.807659 0.734248 0.38 0.26 -0.42
N 2.065387 1.079005 -0.293730 0.86 0.57 0.28
C 3.476907 0.648171 -0.243907 -0.03 0.26 0.09
C 4.242566 1.339044 -1.355594 -0.12 -0.06 -0.02
C 4.672379 0.621100 -2.463208 0.02 -0.02 0.02
C 5.308713 1.263667 -3.518609 0.01 -0.03 -0.01
C 5.517312 2.632884 -3.473068 -0.01 0.02 0.02
C 5.090168 3.358860 -2.366821 -0.01 -0.02 0.00
C 4.454260 2.715501 -1.316985 0.01 0.00 -0.01
C 0.561597 2.508067 0.926244 0.19 0.59 -0.23
C 0.305793 3.436258 1.931257 0.14 -0.21 0.07
C -0.966223 3.957290 2.008535 -0.11 0.05 -0.04
C -1.950063 3.519850 1.121174 -0.02 0.11 0.08
C -1.578799 2.632261 0.135629 0.09 0.01 -0.01
N -0.327415 2.198123 -0.003807 -0.25 1.31 0.67
C -2.536911 1.977948 -0.779956 -0.05 -0.08 -0.17
N -2.205628 1.220863 -1.750396 0.00 0.03 0.38
C -3.461194 0.745840 -2.360255 -0.03 0.17 -0.11
C -4.547443 1.248493 -1.380424 0.04 -0.10 -0.10
O -3.841407 2.154736 -0.508129 0.06 0.09 -0.01
C -3.618989 1.278219 -3.767281 -0.01 -0.06 -0.01
C -3.661316 2.649918 -3.999098 0.02 0.02 0.00
C -3.828361 3.140281 -5.284093 0.00 0.01 0.01
C -3.954940 2.262734 -6.354563 0.00 -0.03 0.00
C -3.909069 0.895103 -6.131973 0.00 0.01 0.01
C -3.742067 0.407227 -4.841367 -0.01 0.00 0.00
H 3.874179 0.229761 1.876139 -0.04 -0.01 0.02
H 4.851190 1.573524 1.220363 0.02 0.07 0.03
H 3.531951 -0.430666 -0.376787 -0.02 -0.05 0.05
H 4.497941 -0.449079 -2.503271 0.01 0.04 -0.01
H 5.636110 0.693453 -4.379404 -0.01 0.01 0.03
H 6.004477 3.136709 -4.298777 0.00 -0.01 0.03
H 5.246949 4.429666 -2.325869 0.00 -0.02 -0.01
H 4.107322 3.293841 -0.466418 0.01 -0.02 -0.01
H 1.074495 3.669611 2.654204 -0.03 0.02 -0.01
H -1.214670 4.673637 2.780537 -0.01 -0.03 0.00
H -2.977197 3.845009 1.204552 0.02 0.00 0.01
H -3.450169 -0.341864 -2.407439 0.00 -0.04 0.03
H -4.964068 0.448369 -0.770399 0.02 0.01 0.05
H -5.347424 1.794866 -1.871915 -0.02 0.04 -0.01
H -3.558359 3.339826 -3.167140 0.01 -0.01 -0.03
H -3.859322 4.209447 -5.453797 0.00 -0.02 0.01
H -4.089549 2.645421 -7.358450 0.02 0.00 0.02
H -4.001549 0.205342 -6.961720 0.00 0.02 0.02
H -3.708325 -0.663428 -4.667845 0.01 0.03 -0.01
O 0.807398 -1.192416 0.893424 0.40 -0.69 0.74
S -0.250104 -0.641180 1.823405 -0.23 -0.97 2.40
O 0.306840 0.540677 2.484216 -0.01 0.10 -0.05
O -1.360523 -0.212458 0.890902 -1.05 -0.32 1.16
O -0.712737 -1.655581 2.739501 -0.08 -0.19 -0.14
O 0.748328 -3.600394 -2.323646 0.07 0.08 -0.03
C 0.055654 -2.674396 -1.712522 -0.02 -0.15 -0.31
O 0.145656 -1.492435 -2.038404 -0.13 -1.83 -0.80
C -0.861077 -3.224788 -0.606561 -0.11 0.13 -0.24
N -0.837610 -4.694577 -0.683625 -0.06 -0.03 -0.01
C -2.165844 -5.167195 -1.148074 0.01 0.05 -0.04
C -2.824972 -3.926949 -1.749968 0.05 0.03 0.12
C -2.318414 -2.812423 -0.833095 0.14 -0.03 -0.10
H -0.459549 -2.849000 0.330774 0.04 -0.03 0.11
H -0.594434 -5.097985 0.209267 0.04 0.02 0.02
H 0.428336 -4.441112 -1.882651 0.01 -0.03 0.00
H -2.762334 -5.530839 -0.308476 0.02 -0.02 0.03
H -2.054557 -5.979471 -1.865222 0.00 -0.01 0.00
H -3.910163 -4.012847 -1.767641 0.00 0.01 -0.04
H -2.473465 -3.764891 -2.772856 -0.02 -0.02 -0.01
H -2.845174 -2.807251 0.120177 0.02 0.03 0.04
H -2.377266 -1.814440 -1.259155 -0.10 0.03 0.00
```
Forces are in eV/Å.

Its total charge is 0. The calculation puts the LUMO energy at -0.0018 eV. As for the HOMO energy: -8.419 eV. Its energy above the lowest of the compared OMol25 structures with the same formula, charge and spin is 24.4 kcal per mole.

=====

Entry from the Open Molecules 2025 dataset: a structure of composition C28H28Cl44IP (ωB97M-V with the def2-TZVPD basis set).

The geometry in XYZ format:
```
102
Properties=species:S:1:pos:R:3:forces:R:3
C 1.899875 0.483799 2.988914 0.38 -0.12 -0.46
C 2.443520 0.092257 1.738494 -1.06 0.06 1.16
C 1.648910 -0.977830 0.945203 0.16 1.16 0.19
P 2.118762 -1.199881 -0.864874 -3.42 1.07 -1.10
I 4.114894 -2.572116 -0.187196 1.52 -0.50 0.55
C 3.132374 -0.039421 -1.927506 1.28 0.43 -0.16
C 4.189790 0.845304 -1.167310 -0.20 0.91 -0.42
C 3.672966 2.275998 -0.727545 1.38 0.15 0.11
C 4.970037 3.165849 -0.423996 -0.49 0.04 0.29
C 5.237386 3.370447 1.111254 1.18 0.36 -0.13
C 5.999193 2.170204 1.808675 -0.46 0.16 0.61
C 0.462475 -0.376824 -1.433294 0.23 0.46 -0.68
C 0.262950 1.090819 -0.890906 -1.56 -0.14 -0.38
C -1.067418 1.320090 -0.088416 -1.27 1.23 0.86
C -1.877098 0.273476 0.517258 -0.18 1.58 0.42
C -3.089073 0.540319 1.286556 2.51 2.04 0.09
C -3.512103 1.945055 1.492230 2.22 -1.56 -1.12
C -2.713876 3.000426 0.871664 0.21 -1.54 -0.99
C -1.501493 2.719912 0.087736 -1.85 -1.68 1.24
H 1.054035 1.199132 3.093725 -0.73 -2.13 -0.22
H 2.340886 0.081856 3.940260 0.85 2.01 -0.72
H 3.405328 0.562793 1.442197 0.29 -2.13 0.59
H 1.858658 -1.960117 1.453847 0.06 1.00 -0.50
H 0.556092 -0.778807 1.108604 0.73 -0.09 -0.37
H 1.618747 -2.386974 -1.503063 0.64 0.39 0.38
H 2.515262 0.650790 -2.565524 0.20 -0.77 0.86
H 3.702028 -0.673053 -2.656956 -0.57 0.21 0.82
H 5.025491 1.042026 -1.896311 -0.79 -0.26 0.65
H 4.668687 0.368448 -0.282241 -0.47 -0.02 -0.79
H 3.054881 2.776453 -1.520774 0.51 -0.63 0.63
H 3.091318 2.273028 0.228666 0.20 -0.21 -0.89
H 4.847575 4.154638 -0.933663 0.11 -0.69 0.53
H 5.897946 2.699814 -0.857806 -0.91 0.35 0.28
H 5.926196 4.259852 1.195676 -0.75 -0.73 0.00
H 4.328786 3.638763 1.707387 0.52 -0.33 -0.76
H 7.097702 2.347431 1.920702 -0.89 -0.05 -0.34
H 5.866762 1.185573 1.297443 0.00 0.78 0.38
H 5.599338 2.082861 2.857360 0.43 -0.16 -0.96
H -0.413599 -1.056491 -1.249413 0.82 0.66 0.08
H 0.552363 -0.321177 -2.558866 -0.23 -0.13 1.02
H 0.177251 1.758314 -1.794663 0.26 -0.39 1.02
H 1.088092 1.476533 -0.247110 -0.41 -0.46 -0.54
H -1.548135 -0.778122 0.404940 -0.39 0.80 0.08
H -3.610701 -0.335755 1.725680 0.26 0.99 -0.29
H -4.423832 2.119728 2.119674 2.22 -0.11 -1.21
H -3.056347 4.050208 1.029959 0.42 -0.95 -0.38
H -0.933874 3.584243 -0.332867 -0.48 -0.99 0.33
C 1.297652 -3.323684 -5.235044 -0.22 -0.11 -0.31
Cl 0.196264 -2.133240 -5.952695 0.09 -0.08 0.06
Cl 1.666959 -4.582474 -6.424309 0.68 0.72 0.07
Cl 2.794971 -2.520720 -4.759188 0.00 -0.02 0.20
Cl 0.519895 -4.075764 -3.829263 0.10 0.34 -0.56
C -5.897257 0.370506 -1.609054 -0.16 0.24 -0.15
Cl -6.345227 -1.305230 -1.233706 0.05 0.17 -0.01
Cl -4.779438 0.983955 -0.351283 -1.87 -0.61 -2.06
Cl -5.097022 0.427109 -3.192212 -0.06 -0.02 0.15
Cl -7.358373 1.376957 -1.649783 0.14 -0.11 -0.02
C -7.563121 2.604473 3.864207 -0.15 0.08 0.12
Cl -7.919125 4.311547 4.166300 0.06 -0.13 -0.06
Cl -7.286557 1.775088 5.404490 0.00 0.07 -0.18
Cl -8.934478 1.853193 3.029124 0.23 0.08 0.16
Cl -6.101914 2.481037 2.856205 -1.40 0.22 0.64
C -1.401317 3.274835 4.911337 0.10 0.28 -0.09
Cl -2.265337 2.074638 5.892371 0.07 0.09 -0.09
Cl -1.953840 3.163957 3.219676 0.81 0.13 1.93
Cl -1.731718 4.901035 5.541808 0.03 -0.17 -0.02
Cl 0.342308 2.956312 4.989866 -0.35 0.36 -0.57
C -0.918520 -7.414284 -7.598177 -0.11 0.01 0.09
Cl -1.683901 -6.460557 -8.880687 0.08 -0.09 0.12
Cl -1.979836 -8.761615 -7.149985 0.11 0.10 -0.07
Cl 0.630764 -8.050870 -8.179889 -0.11 0.07 0.06
Cl -0.636657 -6.384317 -6.185869 -0.72 -0.70 -0.11
C -11.543712 0.589974 -0.923667 -0.03 -0.02 -0.01
Cl -11.992860 -1.081246 -0.542830 0.05 0.16 -0.03
Cl -10.380331 1.177200 0.278642 -0.16 -0.06 -0.22
Cl -10.810992 0.651922 -2.535098 -0.08 -0.01 0.16
Cl -12.990999 1.612494 -0.893124 0.14 -0.09 0.00
C 2.257575 1.538158 8.560896 -0.13 -0.03 0.08
Cl 2.106252 2.008996 10.263469 0.04 -0.04 -0.15
Cl 0.733051 1.857732 7.718583 0.38 -0.31 0.69
Cl 3.556849 2.475887 7.802213 -0.11 -0.08 0.05
Cl 2.639207 -0.189863 8.457640 -0.02 0.16 0.00
C 2.881975 -6.389106 -1.744416 0.33 0.06 -0.03
Cl 1.520181 -5.348533 -1.299812 0.17 -0.33 0.61
Cl 4.279365 -5.380018 -2.169346 -0.31 -0.48 -0.27
Cl 3.333028 -7.423941 -0.378421 -0.18 0.12 -0.23
Cl 2.405152 -7.400723 -3.120327 0.06 0.12 0.08
C 4.312749 -11.041935 1.928178 0.02 -0.04 -0.03
Cl 3.873496 -9.335858 2.122263 0.06 -0.21 0.13
Cl 4.666996 -11.744380 3.515676 -0.04 0.08 -0.15
Cl 2.964896 -11.916772 1.181857 0.13 0.10 0.07
Cl 5.744821 -11.167962 0.892733 -0.15 0.03 0.10
C 5.430476 1.684633 -6.725651 0.01 -0.02 -0.06
Cl 4.613681 2.592437 -8.009553 0.07 -0.09 0.13
Cl 4.405753 0.328764 -6.219285 0.06 0.12 -0.03
Cl 6.974431 1.062534 -7.332052 -0.16 0.06 0.07
Cl 5.725617 2.752760 -5.345403 -0.03 -0.08 -0.05
C -6.196328 7.679821 2.121247 -0.01 0.00 -0.03
Cl -5.176940 6.245800 1.900921 -0.09 0.10 0.04
Cl -5.330930 9.115030 1.546685 -0.08 -0.15 0.06
Cl -7.696476 7.484864 1.199345 0.15 0.00 0.10
Cl -6.580167 7.869539 3.840622 0.04 -0.02 -0.14
```
Forces are in eV/Å.

Its total charge is 0. The calculation puts the LUMO energy at -0.4756 eV. As for the HOMO energy: -7.571 eV.